C21H26N2O4S | ωB97M-V/def2-TZVPD

Cartesian coordinates (Å):
C: -3.862915 -1.731213 -2.607756
C: -4.018818 -0.767026 -3.777509
N: -2.903606 0.156807 -3.905825
C: -3.228657 1.277898 -4.776608
C: -2.352409 2.497001 -4.509830
C: -1.653661 -0.496786 -4.270827
C: -0.737331 -0.749418 -3.066747
C: -0.509945 0.535197 -2.274244
N: 0.354185 0.339663 -1.138118
C: 1.503112 1.005415 -0.942908
O: 2.070274 1.798518 -1.674252
C: 2.022476 0.588211 0.390225
O: 3.154198 1.143643 0.818433
C: 1.171982 -0.297640 0.946830
C: 1.159383 -0.940116 2.264519
O: 0.113918 -1.287669 2.790385
C: 2.439819 -1.170055 2.931938
C: 2.587924 -1.445099 4.270357
C: 3.916826 -1.707107 4.635202
C: 4.764140 -1.655183 3.568577
S: 3.961400 -1.261308 2.110832
C: -0.011378 -0.466619 0.012239
C: -1.291418 0.001805 0.627302
C: -2.477361 -0.631938 0.839689
C: -3.330986 0.327352 1.438022
C: -2.605510 1.476021 1.544322
C: -2.947928 2.816610 2.086912
O: -1.363708 1.283908 1.048806
H: -3.101951 -2.480607 -2.806972
H: -4.805582 -2.246577 -2.438222
H: -3.599023 -1.180358 -1.709097
H: -4.917072 -0.168918 -3.603813
H: -4.175409 -1.344307 -4.708245
H: -3.159631 0.998369 -5.842925
H: -4.265729 1.559914 -4.579779
H: -2.698275 3.330301 -5.116702
H: -1.311310 2.307677 -4.755015
H: -2.415406 2.777003 -3.462370
H: -1.845713 -1.455258 -4.776795
H: -1.113037 0.137825 -4.976621
H: 0.217985 -1.135580 -3.428384
H: -1.180632 -1.494536 -2.408816
H: -0.024666 1.288795 -2.897940
H: -1.481156 0.915681 -1.943363
H: 3.439476 1.762123 0.117966
H: 1.753984 -1.444328 4.948646
H: 4.232674 -1.930576 5.638284
H: 5.822990 -1.824976 3.557393
H: -0.137299 -1.518887 -0.269884
H: -2.706234 -1.654823 0.622504
H: -4.344650 0.177612 1.748167
H: -2.338325 3.037156 2.962561
H: -2.756995 3.588391 1.342490
H: -3.995939 2.840813 2.369193

Force components x, y, z for each atom (eV/Å):
C -0.1 0.1 -0.3
C -0.1 -0.1 0.1
N -0.2 0.1 -0.1
C 0.1 0.2 0.0
C -0.2 -0.2 -0.1
C 0.2 -0.1 0.3
C 0.0 0.3 -0.1
C -0.1 -0.1 -0.3
N 0.1 -0.1 0.0
C 0.1 0.0 -0.2
O 0.1 0.1 0.0
C -0.3 -0.3 0.2
O -0.2 0.2 -0.2
C 0.2 0.4 -0.4
C -0.2 -0.1 0.2
O 0.2 0.1 -0.1
C 0.6 -0.2 0.3
C -0.2 0.2 -0.4
C 0.2 0.0 0.0
C -0.2 0.0 -0.4
S -0.1 -0.3 0.7
C -0.1 0.1 0.4
C -0.6 -0.9 -0.3
C 0.7 0.3 -0.2
C 0.2 0.6 0.1
C -0.9 -0.2 0.2
C 0.3 -0.1 -0.1
O 0.3 0.2 0.0
H 0.1 -0.1 0.0
H -0.1 -0.1 0.0
H 0.0 0.0 0.1
H 0.0 0.0 -0.1
H 0.0 0.1 0.0
H -0.1 0.0 0.0
H 0.0 -0.1 -0.1
H 0.0 0.1 -0.1
H 0.2 0.0 0.0
H 0.0 0.1 0.1
H 0.0 0.1 -0.1
H 0.0 0.0 0.0
H 0.0 -0.1 0.0
H 0.0 -0.1 0.0
H -0.1 0.0 0.0
H 0.1 0.0 0.0
H -0.1 -0.1 0.0
H -0.2 0.0 0.1
H 0.1 0.0 0.2
H 0.2 0.0 0.0
H 0.0 0.1 0.1
H 0.0 -0.3 -0.1
H -0.2 0.1 0.1
H 0.0 0.1 0.1
H 0.0 0.1 0.0
H 0.0 0.0 0.0

**Charge**: 0
**SMILES**: CCN(CC)CCCN1C(=O)C(O)=C(C(=O)c2cccs2)[C@H]1c1ccc(C)o1
**Largest force on an atom**: 1.1 eV/Å
**Lowest unoccupied orbital energy**: -0.16 eV
**HOMO energy**: -8.16 eV